(A)
The following is a DFT calculation (ωB97M-V/def2-TZVPD) of one molecule with the formula C14H28N2O4.

Results
- Spin multiplicity: 1
- SMILES: CCCCNC(=O)OC[C@H](CC)NC(=O)OCC(C)C
- Orbital gap: 0.3823 hartree

Each line ends with the Löwdin charge.
Geometry (Å):
C -4.254 0.489 -1.265  -0.11
C -4.216 0.698 0.245  -0.26
C -2.856 1.182 0.746  -0.19
H -2.846 1.157 1.839  0.12
C -2.516 2.599 0.282  -0.18
N -1.213 3.011 0.755  0.09
C -0.111 2.874 -0.010  -0.57
O -0.101 2.653 -1.196  0.09
O 1.002 3.089 0.739  0.02
C 2.242 2.914 0.074  -0.12
H 2.948 3.585 0.567  0.13
C 2.726 1.458 0.178  -0.29
N 1.762 0.558 -0.410  0.13
C 0.999 -0.266 0.342  -0.58
O 1.125 -0.444 1.529  0.09
O 0.084 -0.889 -0.439  0.00
C -0.652 -1.951 0.158  -0.17
C -0.132 -3.321 -0.291  -0.40
C -1.057 -4.411 0.242  -0.08
H -0.714 -5.389 -0.086  0.08
H -1.068 -4.397 1.330  0.08
H -2.074 -4.266 -0.115  0.07
C 1.300 -3.542 0.188  -0.06
H 1.965 -2.790 -0.231  0.07
H 1.655 -4.523 -0.119  0.08
H 1.351 -3.474 1.272  0.09
H -0.146 -3.342 -1.387  0.14
H -0.586 -1.859 1.248  0.13
H -1.691 -1.824 -0.159  0.12
H 1.442 0.752 -1.349  0.16
C 4.093 1.293 -0.494  -0.20
C 4.636 -0.119 -0.319  -0.09
H 5.608 -0.215 -0.797  0.07
H 4.742 -0.357 0.736  0.08
H 3.958 -0.843 -0.764  0.06
H 4.787 2.013 -0.057  0.11
H 3.995 1.522 -1.557  0.12
H 2.788 1.177 1.236  0.16
H 2.129 3.196 -0.980  0.13
H -1.065 3.070 1.751  0.15
H -2.472 2.644 -0.807  0.12
H -3.263 3.311 0.644  0.13
H -2.076 0.509 0.389  0.09
H -4.447 -0.249 0.739  0.10
H -4.986 1.417 0.534  0.10
H -3.442 -0.164 -1.578  0.07
H -4.155 1.433 -1.794  0.07
H -5.196 0.033 -1.559  0.07

(B)
The following is a DFT calculation (ωB97M-V/def2-TZVPD) of one molecule with the formula C14H28N2O4.

Results
- Spin multiplicity: 1
- SMILES: CC(C)OCCCNC(=O)C(=O)NCCCOC(C)C
- Orbital gap: 0.3795 hartree

Each line ends with the Löwdin charge.
Geometry (Å):
C 3.537 2.845 0.708  -0.04
H 2.520 2.469 0.632  0.06
H 3.604 3.803 0.201  0.08
H 3.783 2.978 1.758  0.08
C 4.497 1.845 0.072  -0.44
C 4.113 1.594 -1.387  -0.04
H 4.119 2.538 -1.925  0.08
H 4.815 0.921 -1.874  0.07
H 3.112 1.172 -1.437  0.07
O 4.428 0.679 0.882  -0.16
C 5.363 -0.349 0.637  -0.21
C 4.798 -1.529 -0.167  -0.15
H 5.566 -2.302 -0.220  0.12
H 4.554 -1.218 -1.183  0.11
C 3.541 -2.109 0.484  -0.16
N 2.445 -1.179 0.383  0.09
C 1.284 -1.437 -0.210  -0.41
O 0.919 -2.514 -0.661  0.05
C 0.377 -0.202 -0.286  -0.40
O 0.746 0.903 0.073  0.06
N -0.813 -0.505 -0.812  0.08
H -0.947 -1.482 -1.049  0.14
C -1.901 0.426 -0.968  -0.17
C -3.086 0.057 -0.077  -0.15
C -4.239 1.056 -0.243  -0.23
O -5.317 0.791 0.620  -0.13
C -6.238 -0.204 0.188  -0.46
C -6.858 -0.813 1.441  -0.04
H -7.361 -0.036 2.010  0.08
H -7.576 -1.583 1.172  0.08
H -6.083 -1.249 2.065  0.08
C -7.313 0.403 -0.717  -0.04
H -7.856 1.172 -0.172  0.08
H -8.010 -0.366 -1.038  0.08
H -6.866 0.857 -1.599  0.07
H -5.704 -0.989 -0.368  0.13
H -3.892 2.057 0.026  0.13
H -4.566 1.074 -1.292  0.12
H -3.429 -0.949 -0.328  0.11
H -2.774 0.055 0.969  0.13
H -2.215 0.447 -2.018  0.13
H -1.513 1.411 -0.695  0.12
H 2.639 -0.225 0.680  0.12
H 3.233 -3.030 -0.018  0.12
H 3.738 -2.327 1.540  0.13
H 5.665 -0.716 1.626  0.13
H 6.253 0.052 0.136  0.12
H 5.529 2.235 0.110  0.14

Name the most stable of them. (A).

(A)
The following is a DFT calculation (ωB97M-V/def2-TZVPD) of one molecule with the formula C2H2.

Results
- Spin multiplicity: 1
- SMILES: C#C
- Orbital gap: 0.4280 hartree

Each line ends with the Löwdin charge.
Geometry (Å):
C 0.607 -0.132 -0.038  -0.05
C -0.631 -0.281 -0.003  -0.08
H 1.694 0.036 0.059  0.03
H -1.669 0.376 -0.018  0.10

(B)
The following is a DFT calculation (ωB97M-V/def2-TZVPD) of a 2-piece molecular cluster, C2H2 overall.

Results
- Spin multiplicity: 1
- Orbital gap: 0.4009 hartree

Each line ends with the Löwdin charge.
Geometry (Å):
C 0.449 0.248 -0.068  -0.10
C -0.518 -0.113 0.492  -0.09
H 1.220 0.570 -1.399  0.22
H -1.151 -0.705 0.974  -0.03

(C)
The following is a DFT calculation (ωB97M-V/def2-TZVPD) of one molecule with the formula C2H2.

Results
- Spin multiplicity: 1
- SMILES: C#C
- Orbital gap: 0.4433 hartree

Each line ends with the Löwdin charge.
Geometry (Å):
C 0.608 0.032 -0.009  -0.03
C -0.598 -0.055 -0.007  -0.03
H 1.685 -0.081 0.009  0.02
H -1.695 0.105 0.006  0.04

Name the most stable of them. (C).

(A)
The following is a DFT calculation (ωB97M-V/def2-TZVPD) of one molecule with the formula C2H3Cl2PS.

Results
- Spin multiplicity: 1
- SMILES: ClP(Cl)[C@H]1CS1
- Orbital gap: 0.3423 hartree

Each line ends with the Löwdin charge.
Geometry (Å):
C 1.260 0.440 0.331  -0.65
C 0.237 -0.531 -0.158  -0.78
P -1.480 -0.017 -0.896  0.08
S 1.360 -1.024 1.305  0.76
Cl -2.920 -1.349 -0.500  0.16
Cl -2.124 1.421 0.264  0.20
H 2.090 0.845 -0.372  0.11
H 0.883 1.335 1.000  0.08
H 0.694 -1.119 -0.975  0.04

(B)
The following is a DFT calculation (ωB97M-V/def2-TZVPD) of a 2-piece molecular cluster, C2H3Cl2PS overall.

Results
- Spin multiplicity: 1
- SMILES: SP(Cl)Cl.C#C
- Orbital gap: 0.3622 hartree

Each line ends with the Löwdin charge.
Geometry (Å):
C -0.538 2.849 -0.537  -0.03
C 0.413 2.742 0.178  -0.03
P -0.028 -1.642 0.647  -0.34
S 0.680 -2.638 -1.085  0.25
Cl 1.393 -2.158 1.947  0.13
Cl -1.630 -2.670 1.195  0.13
H -1.358 2.995 -1.254  0.03
H -0.101 -1.947 -1.992  -0.16
H 1.170 2.470 0.901  0.02

Name the most stable of them. (A).

(A)
The following is a DFT calculation (ωB97M-V/def2-TZVPD) of one molecule with the formula C2H4O2S.

Results
- Spin multiplicity: 1
- SMILES: O=C(S)CO
- Orbital gap: 0.3849 hartree

Each line ends with the Löwdin charge.
Geometry (Å):
C 0.550 0.393 0.042  -0.22
C -0.975 0.601 -0.069  -0.78
H 1.805 -1.102 -0.270  0.07
H 1.020 1.217 -0.590  0.15
H 0.759 0.612 1.113  0.13
H -0.831 -1.545 0.418  -0.12
O 0.888 -0.953 -0.296  -0.12
O -1.312 1.720 -0.226  0.05
S -1.904 -0.943 -0.122  0.84

(B)
The following is a DFT calculation (ωB97M-V/def2-TZVPD) of one molecule with the formula C2H4O2S.

Results
- Spin multiplicity: 1
- Orbital gap: 0.3723 hartree

Each line ends with the Löwdin charge.
Geometry (Å):
C -0.457 -0.079 1.042  -0.05
C -0.410 0.028 -1.099  -0.01
O 1.653 1.242 -0.028  -0.30
O 1.610 -1.218 -0.059  -0.30
S 0.929 0.020 0.052  0.47
H -0.924 0.820 1.413  0.07
H -0.815 -1.026 1.135  0.02
H -0.938 -0.878 -1.188  0.04
H -0.648 1.091 -1.269  0.07

Name the most stable of them. (A).

(A)
The following is a DFT calculation (ωB97M-V/def2-TZVPD) of one molecule with the formula C2H4O2S.

Results
- Spin multiplicity: 1
- SMILES: O[C@@]1(S)CO1
- Orbital gap: 0.3650 hartree

Each line ends with the Löwdin charge.
Geometry (Å):
C -0.737 0.710 -0.486  -0.07
C 0.181 -0.219 0.282  -1.03
O 0.442 1.085 0.202  -0.01
O -0.265 -0.664 1.457  -0.02
S 1.312 -1.352 -0.517  0.85
H -0.726 0.624 -1.596  0.12
H -1.711 0.728 -0.034  0.11
H 0.403 -0.368 2.224  0.19
H 1.100 -0.544 -1.532  -0.14

(B)
The following is a DFT calculation (ωB97M-V/def2-TZVPD) of one molecule with the formula C2H4O2S.

Results
- Spin multiplicity: 1
- SMILES: CC=S(=O)=O
- Orbital gap: 0.3443 hartree

Each line ends with the Löwdin charge.
Geometry (Å):
C -1.216 -0.680 0.376  -0.24
C 0.221 0.375 0.027  -0.05
O -3.789 -0.724 -0.095  -0.32
O -2.692 1.456 0.131  -0.33
S -2.566 0.017 -0.079  0.73
H -1.049 -1.683 0.222  0.02
H 1.097 -0.243 0.481  0.09
H -0.108 1.437 0.425  0.09
H 0.166 0.582 -1.013  0.02

(C)
The following is a DFT calculation (ωB97M-V/def2-TZVPD) of one molecule with the formula C2H4O2S.

Results
- Spin multiplicity: 1
- SMILES: O=C(O)CS
- Orbital gap: 0.3705 hartree

Each line ends with the Löwdin charge.
Geometry (Å):
C 0.237 -0.727 0.089  -0.51
C -1.073 0.003 -0.359  -0.57
H 1.798 0.890 0.586  -0.10
H 0.260 -0.720 1.221  0.11
H 0.352 -1.766 -0.152  0.06
H -0.145 1.622 -0.256  0.06
O -1.069 1.323 -0.170  0.09
O -2.081 -0.657 -0.481  0.10
S 1.721 0.032 -0.477  0.75

Name the most stable of them. (C).

(A)
The following is a DFT calculation (ωB97M-V/def2-TZVPD) of a 5-piece molecular cluster, C2H13NO5 overall.

Results
- Spin multiplicity: 1
- SMILES: NCC=O.O.O.O.O
- Orbital gap: 0.3807 hartree

Each line ends with the Löwdin charge.
Geometry (Å):
O 2.785 0.154 1.418  0.02
C 2.827 0.314 0.215  -0.20
C 1.572 0.838 -0.526  -0.21
N 0.707 1.520 0.430  0.01
H 3.768 0.085 -0.309  0.12
H 1.928 1.535 -1.283  0.12
H 1.137 0.010 -1.089  0.11
H 0.517 0.861 1.161  0.05
H 1.230 2.292 0.816  0.10
H -1.283 0.074 -1.614  0.05
H -0.659 -0.720 -0.505  -0.02
O -1.179 -0.850 -1.296  -0.07
H 0.958 -0.942 1.575  0.02
H -0.284 -1.517 2.090  0.07
O 0.133 -1.318 1.245  -0.03
H -2.693 2.081 -0.332  0.05
H -1.141 1.890 -0.110  0.00
O -1.878 1.771 -0.746  -0.08
H -3.154 -3.016 -0.379  0.03
H -2.592 -1.665 -0.968  -0.03
O -3.404 -2.111 -0.643  -0.11

(B)
The following is a DFT calculation (ωB97M-V/def2-TZVPD) of a 5-piece molecular cluster, C2H13NO5 overall.

Results
- Spin multiplicity: 1
- SMILES: CNC=O.O.O.O.O
- Orbital gap: 0.3844 hartree

Each line ends with the Löwdin charge.
Geometry (Å):
C -0.826 2.225 0.786  -0.39
N -1.876 1.524 0.289  -0.02
C -2.122 1.565 -1.144  -0.08
O -0.021 2.846 0.140  0.02
H -0.760 2.076 1.876  0.13
H -2.439 0.901 0.823  0.12
H -1.537 2.374 -1.567  0.08
H -3.175 1.750 -1.353  0.08
H -1.785 0.683 -1.699  0.07
H 1.629 -0.913 -1.361  0.04
H 1.849 0.351 -0.548  0.05
O 2.055 -0.594 -0.558  -0.06
H 2.455 -3.317 -0.926  0.04
H 1.941 -2.487 0.275  0.01
O 1.889 -3.348 -0.152  -0.06
H 1.577 0.325 2.197  0.02
H 2.341 0.605 3.437  0.04
O 1.479 0.780 3.045  -0.06
H -0.458 -3.066 -0.861  0.02
H -1.477 -1.877 -1.199  0.02
O -0.738 -2.403 -1.500  -0.06

Name the most stable of them. (B).